[1]
# C24H38AsIrN2O7PSSe2

A structure of composition C24H38AsIrN2O7PSSe2 in a non-equilibrium geometry (the ωB97M-V functional and the def2-TZVPD basis, the OMol25 dataset).

Results
Total energy = -257298.8422 eV
Orbital gap (alpha / beta) = 0.2823 / 0.1900 Ha
Spin multiplicity = 2
Charge = +2

Positions of all 77 atoms, in Å:
1 Ir -1.24695 0.26255 0.90413
2 C -1.88578 -3.50607 -1.80567
3 N -1.71947 -3.59186 -0.35425
4 C -2.24225 -4.78478 0.31048
5 C -1.34623 -2.53870 0.32416
6 O -1.00323 -1.46192 -0.23498
7 C -1.30645 -2.56955 1.84103
8 O -0.57732 -1.42156 2.31216
9 C 0.84542 -1.56652 2.18644
10 C 1.46243 -0.50298 1.29599
11 O 0.76008 0.45464 0.87987
12 N 2.75439 -0.55290 1.05101
13 C 3.62133 -1.60394 1.58549
14 C 3.40123 0.46410 0.21589
15 H -1.44440 -4.39164 -2.25911
16 H -1.39229 -2.61329 -2.17430
17 H -2.94972 -3.46263 -2.03871
18 H -2.36733 -5.56090 -0.43895
19 H -3.21076 -4.56662 0.76105
20 H -1.54981 -5.15603 1.06441
21 H -0.85088 -3.48162 2.22838
22 H -2.32023 -2.48242 2.23006
23 H 1.09419 -2.56116 1.81326
24 H 1.27219 -1.45969 3.18848
25 H 3.28603 -1.94295 2.56200
26 H 4.62091 -1.19288 1.70289
27 H 3.66805 -2.44740 0.89542
28 H 2.66618 0.92568 -0.43068
29 H 4.15658 -0.02854 -0.39252
30 H 3.87462 1.21238 0.85015
31 Se -1.26953 2.05013 -0.64920
32 P -0.72074 1.25536 -2.74258
33 Se 0.93834 -0.01702 -2.63239
34 C -0.36659 2.85998 -3.49128
35 C 0.74504 3.57241 -3.03406
36 C 1.05588 4.79848 -3.59259
37 C 0.26771 5.31447 -4.61491
38 C -0.82763 4.60335 -5.07856
39 C -1.15161 3.37523 -4.51807
40 C -2.20237 0.60713 -3.51337
41 C -2.10951 -0.54250 -4.28802
42 C -3.23587 -1.02092 -4.94004
43 C -4.44434 -0.35082 -4.82118
44 C -4.53430 0.80497 -4.05313
45 C -3.41640 1.28344 -3.39699
46 H 1.37699 3.15401 -2.25926
47 H 1.91882 5.34754 -3.24238
48 H 0.51631 6.26942 -5.05693
49 H -1.43032 4.99860 -5.88435
50 H -1.99882 2.81975 -4.89698
51 H -1.15705 -1.04903 -4.39093
52 H -3.16451 -1.90818 -5.55283
53 H -5.31865 -0.72170 -5.33768
54 H -5.47388 1.33294 -3.97473
55 H -3.49006 2.18228 -2.79486
56 C -2.47887 0.77456 4.65832
57 As -2.24546 2.24258 3.45858
58 C -1.32572 3.66243 4.33673
59 C -3.94235 2.88632 2.86600
60 O -1.21818 1.85716 2.16592
61 H -3.05707 1.10967 5.51882
62 H -1.49902 0.43208 4.98738
63 H -3.00423 -0.02365 4.13705
64 H -1.88633 3.98189 5.21437
65 H -1.22327 4.49207 3.63937
66 H -0.33942 3.31141 4.63399
67 H -4.53692 3.18277 3.72985
68 H -4.44376 2.08749 2.33512
69 H -3.78671 3.74456 2.21430
70 C -5.68191 0.03953 0.65822
71 S -4.10092 -0.72560 0.53416
72 O -4.26607 -2.15018 0.68615
73 O -3.51526 -0.24801 -0.69402
74 O -3.21274 -0.16758 1.67082
75 H -6.25309 -0.32362 -0.19176
76 H -5.56346 1.11580 0.58634
77 H -6.16815 -0.25830 1.58414

***

[2]
# C5H9P

A structure of composition C5H9P in a non-equilibrium geometry (the ωB97M-V functional and the def2-TZVPD basis, the OMol25 dataset).

Results
Total energy = -14615.4331 eV
Orbital gap = 0.3228 Ha

Positions of all 15 atoms, in Å:
1 C -1.33820 -0.27500 0.11731
2 C -2.76709 0.01964 -0.16226
3 C -1.81334 1.03067 0.51946
4 C 2.39072 -0.33247 -0.71373
5 C 1.84429 -0.55233 0.69908
6 P -0.16043 -1.40146 -0.18442
7 H -2.92246 0.16985 -1.20310
8 H -3.51653 -0.50439 0.44090
9 H -1.88596 1.41420 1.47096
10 H -1.44587 1.86349 -0.23075
11 H 2.61532 -1.22989 -1.29889
12 H 1.59683 0.29533 -1.34589
13 H 3.33022 0.22742 -0.58617
14 H 1.63207 0.53453 1.12735
15 H 2.44040 -1.25958 1.35014

***

[3]
# C16H52N8O10

A cluster of 10 separate species, C16H52N8O10 in total in a non-equilibrium geometry (the ωB97M-V functional and the def2-TZVPD basis, the OMol25 dataset).

Results
SMILES = NC(N)=O.NC(N)=O.NC(N)=O.NC(N)=O.CCO.CCO.CCO.CCO.CCO.CCO
Total energy = -49827.7066 eV
Orbital gap = 0.2916 Ha

Positions of all 86 atoms, in Å:
1 C 0.63572 -0.86650 -0.65565
2 C 1.89672 -0.05450 -0.67065
3 O 1.44272 1.15150 -1.13565
4 H 0.93172 -1.93250 -0.84265
5 H -0.17528 -0.56150 -1.33865
6 H 0.13072 -0.97950 0.30435
7 H 2.73372 -0.49750 -1.19765
8 H 2.21472 0.10850 0.27435
9 H 0.94672 1.15750 -1.96965
10 C -1.16028 -3.68950 1.32835
11 C -2.10428 -4.73450 0.80235
12 O -2.84328 -4.20250 -0.25865
13 H -0.42728 -4.07250 2.00235
14 H -1.71628 -3.01250 2.00135
15 H -0.62728 -3.25850 0.51435
16 H -2.79028 -4.98150 1.61935
17 H -1.66728 -5.64750 0.41335
18 H -3.27328 -4.97350 -0.65865
19 C -0.53828 4.41250 -2.14165
20 C -1.64128 5.31050 -1.56465
21 O -2.81128 4.57450 -1.22965
22 H -0.46028 3.49150 -1.59265
23 H 0.34472 4.91450 -2.17265
24 H -0.81028 4.16850 -3.14565
25 H -1.81528 6.27650 -2.16765
26 H -1.34128 5.74650 -0.57465
27 H -3.48828 5.20450 -0.95465
28 C 0.55972 -1.91150 -4.41365
29 C -0.41928 -1.61150 -5.48665
30 O -1.71028 -1.97050 -5.18865
31 H 1.55772 -1.63950 -4.75465
32 H 0.62372 -2.93050 -4.26665
33 H 0.10272 -1.39950 -3.59565
34 H -0.08128 -2.11450 -6.39965
35 H -0.28528 -0.59150 -5.81165
36 H -2.22728 -2.40050 -5.91465
37 C 4.45472 -2.43250 2.42135
38 C 3.87672 -2.65850 1.02835
39 O 2.49272 -2.46850 1.07935
40 H 4.16072 -1.46750 2.78435
41 H 5.52572 -2.46750 2.41135
42 H 4.27672 -3.19050 3.15235
43 H 4.02172 -3.61250 0.56635
44 H 4.30872 -1.85150 0.36135
45 H 2.04772 -3.35550 1.17135
46 C 2.96772 1.99450 2.65135
47 C 3.04372 2.82250 3.89735
48 O 2.04472 2.35950 4.80235
49 H 1.86372 1.70350 2.50435
50 H 3.52272 1.02150 2.80735
51 H 3.27472 2.54150 1.75035
52 H 2.84372 3.90150 3.63435
53 H 4.02172 2.68150 4.48635
54 H 1.16772 2.55550 4.39035
55 C -2.62528 -0.27650 0.53035
56 O -2.29928 -0.70850 1.80935
57 N -2.69228 -1.04950 -0.59765
58 N -2.92528 1.00950 0.24535
59 H -2.38228 -2.03750 -0.55565
60 H -2.66528 -0.72550 -1.59165
61 H -2.97828 1.81850 0.88435
62 H -3.03528 1.32250 -0.70765
63 C -0.01028 3.41950 1.03335
64 O 1.13372 3.94750 0.78335
65 N -0.47828 2.26950 0.63835
66 N -0.81128 4.05050 1.83935
67 H 0.12772 1.83950 -0.07465
68 H -1.46128 1.95150 0.64835
69 H -0.60128 4.95150 2.16235
70 H -1.77228 3.74150 1.98735
71 C 0.43572 -2.11950 3.97335
72 O -0.48728 -1.92150 5.02735
73 N 0.90772 -1.22250 3.14635
74 N 1.10472 -3.25750 3.89135
75 H 0.40472 -0.33550 3.19635
76 H 1.42472 -1.60750 2.32535
77 H 0.69772 -4.11250 4.29335
78 H 1.74472 -3.39750 3.06335
79 C -2.12328 1.01350 -2.87765
80 O -0.73328 1.11450 -2.87665
81 N -2.89228 1.96650 -2.29565
82 N -2.67028 -0.14450 -3.22465
83 H -2.37628 2.90150 -2.15265
84 H -3.88228 2.08150 -2.34665
85 H -2.02228 -0.72750 -3.79465
86 H -3.67928 -0.31550 -3.43965

***

[4]
# C18H41N2O4

A cluster of 4 separate species, C18H41N2O4 in total (the ωB97M-V functional and the def2-TZVPD basis, the OMol25 dataset).

Results
Total energy = -30498.5754 eV
Orbital gap = 0.1448 Ha
Charge = -1

Positions of all 65 atoms, in Å:
1 C -2.28305 2.12818 1.87817
2 C -2.32787 0.60329 1.77259
3 C -1.13426 -0.04980 1.08280
4 O -1.05701 0.15541 -0.29443
5 C -0.41549 1.43667 -0.64739
6 C -0.95980 1.72115 -2.04863
7 C -2.18054 2.60831 -2.00978
8 N -2.20716 3.81874 -1.62500
9 C 1.09697 1.14398 -0.72727
10 C 1.88724 2.27575 -1.33647
11 C 2.72573 1.93075 -2.56165
12 N 1.87755 3.45510 -0.84530
13 H -2.84589 2.49007 2.74080
14 H -1.25214 2.47550 1.90872
15 H -2.69514 2.58136 0.97733
16 H -2.36963 0.18496 2.78538
17 H -3.23421 0.27263 1.25893
18 H -1.23085 -1.13539 1.22605
19 H -0.21052 0.24371 1.59934
20 H -0.19844 2.18744 -2.67573
21 H -1.25448 0.76792 -2.52971
22 H -3.14004 2.18332 -2.32047
23 H -1.27186 4.04566 -1.26787
24 H 1.48068 1.01957 0.29712
25 H 1.32636 0.20513 -1.25748
26 H 2.39325 0.98486 -2.98466
27 H 2.57828 2.70677 -3.31520
28 H 3.77165 1.83471 -2.28428
29 H 2.47565 4.05202 -1.42152
30 C 0.05616 -3.35520 -2.63304
31 C -0.24643 -1.91935 -3.03498
32 C -1.07533 -1.85005 -4.30753
33 O 0.96121 -1.17916 -3.18432
34 H 0.63423 -3.85989 -3.41536
35 H 0.64627 -3.37353 -1.71622
36 H -0.86271 -3.92093 -2.46745
37 H -0.77817 -1.41811 -2.22336
38 H -0.53326 -2.30472 -5.14452
39 H -1.28064 -0.81068 -4.56455
40 H -2.02574 -2.37421 -4.18887
41 H 1.48206 -1.57352 -3.89184
42 C 6.39761 -0.42227 0.10999
43 C 5.38249 -0.50866 -1.01933
44 C 5.26135 -1.92238 -1.56528
45 O 5.71543 0.40444 -2.06376
46 H 7.39129 -0.70937 -0.24876
47 H 6.46064 0.59822 0.48763
48 H 6.12745 -1.08281 0.93514
49 H 4.40744 -0.17840 -0.65797
50 H 6.22030 -2.25529 -1.97591
51 H 4.52253 -1.95678 -2.36585
52 H 4.96041 -2.62283 -0.78503
53 H 6.57263 0.15656 -2.42381
54 C -5.76901 -0.63845 4.92118
55 C -4.27642 -0.77988 5.17847
56 C -3.99371 -1.57685 6.44403
57 O -3.65557 0.49810 5.23875
58 H -6.24686 -0.10087 5.74600
59 H -5.94289 -0.07043 4.00762
60 H -6.24987 -1.61350 4.82412
61 H -3.81080 -1.27661 4.32630
62 H -4.41760 -1.06836 7.31533
63 H -2.91928 -1.66961 6.60299
64 H -4.42640 -2.57735 6.38832
65 H -4.03383 0.98496 5.97752

***

[5]
# C4H12BCs3O2S

A structure of composition C4H12BCs3O2S (the ωB97M-V functional and the def2-TZVPD basis, the OMol25 dataset).

Results
Total energy = -21579.3227 eV
Orbital gap = 0.2990 Ha
Charge = +2

Positions of all 23 atoms, in Å:
1 Cs 20.92624 4.38391 1.73429
2 Cs 16.83006 4.76157 3.92688
3 Cs 20.70781 6.03764 6.49385
4 B 20.24713 3.24515 4.84609
5 H 19.32122 4.00695 4.98584
6 H 21.21999 3.89806 5.08799
7 H 20.20216 2.31178 5.60833
8 H 20.24905 2.80638 3.72645
9 C 22.43744 4.07683 11.03617
10 C 22.57271 3.43630 9.61872
11 C 21.25465 2.77070 9.18399
12 S 20.00391 3.65783 10.09542
13 O 18.87108 2.83668 10.39095
14 O 19.78256 4.94260 9.43469
15 C 21.00419 3.94314 11.54418
16 H 22.79405 5.10349 11.02970
17 H 23.09921 3.52856 11.70354
18 H 23.34458 2.67067 9.63234
19 H 22.86534 4.19016 8.88781
20 H 21.16465 1.74484 9.53169
21 H 21.01230 2.93356 8.13708
22 H 20.89951 3.03003 12.12776
23 H 20.59209 4.81120 12.05139